# C55H35BaF10N9O2S2

C55H35BaF10N9O2S2 as an isolated structure at a distorted geometry (the ωB97M-V functional and the def2-TZVPD basis, the Open Molecules 2025 dataset).

Geometry as XYZ:
```
114
Properties=species:S:1:pos:R:3:forces:R:3
Ba -0.94640 0.09026 0.19478 2.55 -1.27 -1.43
O -0.89990 2.37577 4.02823 0.15 0.13 -0.03
C -0.79102 2.08652 2.82503 -0.52 -0.19 0.18
N -1.68715 1.56243 1.99251 -0.13 1.06 0.92
C -3.04389 1.52998 2.30920 -0.60 0.01 0.29
C -3.64242 2.48430 3.14405 0.14 -0.04 -0.02
C -5.00995 2.52857 3.34564 -0.07 -0.01 -0.03
C -5.82520 1.60982 2.70181 -0.03 0.12 0.10
C -5.26384 0.65343 1.87504 0.06 -0.08 -0.06
C -3.87889 0.57607 1.66142 -0.34 0.27 0.47
N -3.28307 -0.32130 0.77380 -1.31 -0.39 0.09
C -3.90566 -1.42416 0.36758 -0.16 0.10 0.48
O -4.92805 -1.96423 0.83826 0.03 -0.06 -0.04
C -3.26227 -2.11774 -0.81350 -0.17 -0.35 -0.31
C -3.85067 -3.28606 -1.29330 -0.01 -0.03 0.07
C -3.33063 -3.89177 -2.42171 0.11 0.09 -0.05
C -2.24540 -3.30329 -3.05552 -0.14 -0.07 0.02
C -1.71929 -2.14994 -2.50338 0.15 0.04 -0.13
N -2.19746 -1.57281 -1.40435 -0.75 -0.53 -0.60
C 0.53760 2.40222 2.16501 0.31 0.26 0.13
C 1.35509 3.34654 2.78942 0.03 -0.01 0.05
C 2.53265 3.73424 2.18097 0.00 -0.06 -0.14
C 2.88892 3.13576 0.97857 -0.12 0.14 0.03
C 2.04672 2.16825 0.45502 0.05 0.17 -0.28
N 0.88687 1.82248 1.01552 0.49 0.86 0.37
H -3.00289 3.20536 3.63060 0.02 -0.03 0.03
H -5.43630 3.28371 3.99756 0.01 0.00 0.00
H -6.90035 1.63881 2.84369 0.00 -0.02 -0.03
H -5.90269 -0.04857 1.36427 0.03 -0.07 0.01
H -4.70182 -3.68637 -0.76319 -0.01 0.03 0.03
H -3.76029 -4.80785 -2.80850 -0.02 0.00 0.02
H -1.80908 -3.73356 -3.94663 0.03 0.03 0.00
H -0.87039 -1.65776 -2.96491 0.02 -0.04 0.01
H 1.02901 3.75407 3.73539 -0.04 -0.03 0.00
H 3.16914 4.48670 2.63218 0.00 -0.01 0.02
H 3.80540 3.39660 0.46552 -0.06 -0.02 -0.03
H 2.31529 1.65229 -0.46389 0.00 0.03 0.00
C 3.48716 0.37764 -3.37188 -0.04 -0.02 0.11
N 2.58817 0.23499 -2.24460 0.09 -0.06 -0.09
C 1.18803 0.17674 -2.67441 0.14 0.40 0.18
C 0.49360 1.55058 -2.71769 -0.27 -0.06 -0.11
N -0.89056 1.45508 -2.29046 0.06 0.08 0.13
C -1.85045 1.17823 -3.15827 -0.07 0.04 -0.48
C -1.76811 0.82068 -4.53988 -0.05 0.04 0.20
F -0.55786 0.69353 -5.15867 0.05 -0.03 0.02
C -2.86446 0.52277 -5.32573 -0.14 0.00 0.06
F -2.67143 0.16276 -6.61058 0.01 -0.03 -0.09
C -4.14895 0.57491 -4.82758 0.16 0.01 0.05
F -5.22098 0.28175 -5.59965 -0.05 0.00 -0.05
C -4.29845 0.94847 -3.49656 0.03 -0.04 -0.08
F -5.53714 1.04730 -2.98882 -0.09 0.01 0.06
C -3.21060 1.23862 -2.71641 0.03 0.09 0.06
F -3.44191 1.64093 -1.44992 0.08 -0.08 -0.07
C 2.95127 -0.87133 -1.35072 -0.08 0.00 -0.11
C 2.42177 -2.26246 -1.73534 -0.13 -0.08 0.08
N 1.24297 -2.56454 -0.94369 -0.04 0.39 0.19
C 0.64875 -3.73086 -1.07876 0.03 -0.38 -0.25
C -0.42939 -4.07389 -0.19920 0.11 -0.05 -0.13
F -0.77240 -3.18127 0.75066 -0.05 0.26 0.20
C -1.14519 -5.23982 -0.24592 0.04 -0.04 -0.04
F -2.13901 -5.45214 0.63176 -0.07 -0.01 0.08
C -0.85934 -6.21772 -1.18916 0.07 0.07 -0.06
F -1.55805 -7.37788 -1.23511 -0.03 -0.06 -0.01
C 0.17546 -5.96125 -2.06741 -0.13 -0.05 0.11
F 0.48559 -6.88601 -2.99913 0.01 -0.07 -0.08
C 0.89370 -4.78544 -2.02264 -0.03 0.21 0.18
F 1.85987 -4.65102 -2.97611 0.04 0.01 -0.03
H 4.49856 0.59133 -3.01569 0.01 0.00 -0.03
H 3.15678 1.21587 -3.98832 0.03 -0.01 -0.03
H 3.52930 -0.52209 -4.00970 -0.03 0.01 -0.03
H 0.64757 -0.42336 -1.94458 0.12 -0.18 -0.17
H 1.09114 -0.31438 -3.65142 -0.07 -0.14 0.08
H 0.59905 2.00850 -3.70715 0.11 0.05 0.02
H 0.99502 2.20962 -2.00588 0.09 -0.02 -0.04
H 2.55020 -0.65363 -0.35424 0.06 -0.04 0.05
H 4.04290 -0.88545 -1.27849 0.01 0.06 0.02
H 3.21521 -3.00411 -1.56356 0.03 0.00 -0.04
H 2.21519 -2.27353 -2.81522 0.12 0.00 -0.04
S 5.60042 1.61763 2.09709 0.24 -0.15 0.31
C 7.18076 2.02425 2.62627 -0.17 -0.05 -0.16
C 7.45167 1.49877 3.85030 0.10 0.07 0.02
C 6.36570 0.75644 4.37391 -0.16 -0.07 0.01
C 5.27540 0.71969 3.54478 0.34 0.24 -0.21
C 3.99848 0.04302 3.74991 -0.35 -0.36 0.24
C 2.91413 0.22496 2.86201 0.25 0.06 0.04
N 1.74845 -0.34994 2.98320 -0.13 -0.10 -0.05
C 1.53914 -1.18223 4.01829 0.47 0.12 0.09
C 2.55149 -1.45462 4.96466 -0.11 0.04 -0.13
C 2.30446 -2.37019 6.03811 -0.16 -0.11 0.08
C 1.10935 -2.98956 6.14857 0.17 0.03 0.07
C 0.05946 -2.73275 5.21035 -0.03 0.12 -0.19
C -1.18312 -3.37033 5.29290 -0.21 0.07 -0.18
C -2.18005 -3.08592 4.38235 0.38 0.13 0.10
C -1.88150 -2.11006 3.39229 -0.05 -0.11 0.25
N -0.71636 -1.51989 3.28711 -0.28 0.12 -0.40
C 0.25550 -1.81912 4.15911 -0.16 -0.22 0.23
C -3.47463 -3.75870 4.43110 -0.28 -0.37 0.23
C -4.55040 -3.63190 3.60247 0.08 0.23 -0.14
C -5.63090 -4.48242 3.95109 -0.14 -0.08 0.04
C -5.37517 -5.25021 5.04094 0.14 -0.03 0.09
S -3.80424 -4.95503 5.66281 -0.02 0.20 -0.24
C 3.78820 -0.82047 4.80789 0.09 0.21 -0.21
H 7.81833 2.62587 1.99830 0.00 0.00 0.03
H 8.38984 1.64180 4.36772 0.00 0.00 -0.01
H 6.38926 0.26975 5.33826 -0.01 0.00 0.01
H 3.03230 0.89165 2.01003 0.02 -0.18 0.17
H 3.09712 -2.55396 6.75465 0.00 -0.02 -0.01
H 0.91376 -3.69110 6.95199 0.04 0.01 0.01
H -1.34869 -4.09100 6.08572 0.01 -0.02 0.02
H -2.63957 -1.80538 2.67749 0.00 -0.05 -0.01
H -4.60014 -2.95070 2.75944 0.05 -0.01 -0.04
H -6.56070 -4.51500 3.40119 0.02 0.02 0.00
H -6.00906 -5.98002 5.51925 -0.03 0.02 -0.04
H 4.57573 -1.02354 5.52419 0.01 -0.02 0.01
```
Positions in Å, forces in eV/Å.

Kohn-Sham gap   5.12 eV
Net charge   -2
Total energy   -4580.85009 a.u.


# C55H38F3N14O4Rb

C55H38F3N14O4Rb as an isolated structure at a distorted geometry (the ωB97M-V functional and the def2-TZVPD basis, the Open Molecules 2025 dataset).

Geometry as XYZ:
```
115
Properties=species:S:1:pos:R:3:forces:R:3
Rb -0.05174 -0.17245 -0.93576 -0.23 -0.29 -0.22
O -4.40586 -0.16259 1.17602 -0.94 0.56 0.64
C -3.35297 -0.75661 0.86882 0.02 0.34 -2.79
N -2.93843 -1.07776 -0.37678 2.05 0.28 3.55
C -3.78274 -1.15958 -1.40356 -2.36 -0.65 -2.66
C -5.19309 -1.32084 -1.18847 0.46 0.27 0.36
C -6.08285 -1.68208 -2.19704 0.86 -0.07 -0.15
C -5.55389 -1.93245 -3.48034 -1.36 -0.32 0.60
C -4.21970 -1.80703 -3.73174 1.49 0.64 -0.64
C -3.28732 -1.27802 -2.77897 -2.83 -0.73 1.05
N -2.10066 -0.77696 -3.15116 2.60 0.13 -1.65
C -1.51175 -1.27433 -4.29161 -2.07 1.16 2.32
O -1.75445 -2.33392 -4.84853 0.36 -1.11 -0.89
C -0.54598 -0.34931 -4.91232 2.10 0.48 -1.07
C -0.89209 0.84279 -5.59359 -0.45 -0.53 0.33
C 0.09431 1.62371 -6.17027 0.27 -0.06 0.08
C 1.42232 1.22467 -5.98053 0.81 0.48 -0.40
C 1.69764 0.00630 -5.36992 -0.85 -0.51 0.02
N 0.72175 -0.81037 -4.91617 0.25 1.03 0.15
C -2.48841 -1.04813 2.02575 0.23 0.40 1.84
C -3.04106 -0.80877 3.33194 0.44 -0.31 -0.52
C -2.25264 -1.06458 4.44454 -0.17 0.31 -0.15
C -0.92230 -1.44036 4.30052 1.24 -0.38 -1.07
C -0.46388 -1.64062 2.97111 -0.32 0.34 0.40
N -1.22979 -1.43879 1.88320 0.83 -0.49 0.44
H -5.49341 -1.11418 -0.13816 -0.16 -0.37 -1.20
H -7.13027 -1.83773 -1.96639 -0.07 0.10 -0.10
H -6.21687 -2.25158 -4.28761 0.08 -0.01 0.15
H -3.81300 -2.02409 -4.74583 -0.60 0.24 0.99
H -1.95257 1.08150 -5.69254 0.26 0.06 0.12
H -0.14675 2.52405 -6.76373 0.12 -0.53 0.50
H 2.26927 1.84895 -6.33709 -0.71 -0.46 0.22
H 2.72010 -0.38557 -5.26838 -0.42 0.33 -0.01
H -4.05280 -0.40135 3.43969 0.49 -0.41 -0.28
H -2.68284 -0.93385 5.42805 0.04 0.12 0.16
H -0.19675 -1.52820 5.13858 -0.79 -0.12 -0.60
H 0.57480 -1.95814 2.74090 -0.62 0.25 0.38
C 3.44067 -0.44627 2.74864 0.11 -0.34 0.32
C 3.02357 -0.04681 1.48046 -0.46 0.51 0.02
N 2.03254 0.84706 1.31248 -0.33 -0.57 0.97
C 1.40212 1.25361 2.43150 2.15 -1.25 0.75
C 1.86031 0.84738 3.71073 0.16 -0.03 0.09
N 2.87139 -0.00494 3.87635 -0.23 0.55 -0.50
C 0.24783 2.09844 2.37258 -1.70 2.04 -0.76
C -0.14359 2.88480 3.48713 0.09 -0.52 -1.56
C -1.30318 3.63860 3.34467 -0.40 0.34 0.58
C -2.02525 3.56935 2.16872 0.32 -0.42 -0.74
C -1.52531 2.81437 1.08869 -0.55 0.18 0.76
N -0.40037 2.14423 1.17420 0.83 -0.77 1.23
C -2.32052 2.72067 -0.15317 -0.10 0.13 -1.68
C -3.70962 2.75016 -0.12787 -0.40 -0.09 0.49
N -4.45418 2.80994 -1.23447 0.19 0.04 0.03
C -3.80450 2.80879 -2.38580 -0.23 -0.21 -0.14
C -2.41477 2.70924 -2.44387 0.24 -0.26 -0.15
N -1.68027 2.65526 -1.35288 -0.02 0.34 1.35
C -1.76537 4.53133 4.45120 -0.34 0.33 -0.18
C -1.12532 4.55602 5.68919 -0.07 0.04 0.32
C -1.53317 5.47647 6.65037 0.20 0.15 0.40
N -2.55332 6.30861 6.48744 -0.34 0.43 -0.26
C -3.20211 6.27939 5.31330 -0.02 -0.28 0.03
C -2.84431 5.42628 4.27402 0.03 0.07 0.05
H 4.26600 -1.14578 2.91726 -0.27 0.16 -0.41
H 3.45354 -0.43447 0.56028 0.19 0.09 0.09
H 1.41909 1.24956 4.64576 0.15 -0.54 -0.81
H 0.48707 2.96071 4.36257 -0.20 -0.08 -0.14
H -2.94763 4.09844 1.99829 -0.03 0.09 0.21
H -4.27288 2.67279 0.80992 0.32 0.02 -0.31
H -4.41720 2.82797 -3.28804 0.23 0.08 0.13
H -1.86098 2.65400 -3.38310 -0.30 -0.06 0.14
H -0.33615 3.85708 5.96100 -0.12 0.23 -0.25
H -0.99416 5.58861 7.61641 -0.40 -0.34 -0.73
H -4.06956 6.95716 5.19086 0.66 -0.40 0.17
H -3.42575 5.48793 3.34334 0.47 -0.14 0.49
O 5.84891 1.17906 -3.31610 1.11 -0.12 -0.43
C 5.43784 2.31112 -2.70786 -1.26 0.35 0.04
C 6.20429 3.46506 -2.69577 0.31 -0.12 -0.10
C 5.67899 4.64774 -2.19610 0.00 0.43 0.15
C 4.36876 4.70536 -1.74237 -0.15 0.83 0.05
C 3.58696 3.56768 -1.75663 -0.05 -0.13 0.57
C 4.12396 2.36445 -2.18850 -0.33 -0.42 -0.18
C 3.17922 1.20670 -2.11587 -1.59 -2.69 0.07
O 1.93792 1.35279 -2.01906 1.72 1.47 -0.21
N 3.74670 -0.06839 -2.15191 1.26 1.76 0.52
N 2.80534 -0.96330 -2.01642 -1.72 -1.63 -0.71
C 3.05115 -2.22483 -2.18455 1.25 0.71 0.39
C 2.03228 -3.23288 -2.37454 -0.67 -0.91 0.50
C 2.34772 -4.58863 -2.64927 -0.28 0.71 0.20
C 1.31291 -5.52596 -2.72220 0.55 0.36 0.00
C -0.00644 -5.08712 -2.61768 0.21 -0.14 -0.28
C -0.21146 -3.71706 -2.46380 -0.34 -0.20 0.33
N 0.76160 -2.85366 -2.24910 -0.21 0.45 -0.34
H 6.70814 1.34888 -3.75293 -0.63 -0.06 0.39
H 7.20284 3.39468 -3.12943 -0.06 0.27 0.17
H 6.27602 5.55628 -2.14693 0.06 -0.20 -0.18
H 3.93376 5.66086 -1.41355 0.34 -0.47 -0.06
H 2.55971 3.55472 -1.35599 0.56 -0.04 -0.45
H 4.08276 -2.58335 -2.20835 0.29 0.08 -0.40
H 3.39561 -4.84387 -2.78423 -0.15 -0.21 0.03
H 1.60247 -6.56723 -2.88052 -0.38 0.16 0.04
H -0.86560 -5.75262 -2.69413 0.29 0.10 -0.06
H -1.21263 -3.28876 -2.49153 0.05 -0.18 0.16
F 1.84212 -7.04544 4.90010 0.57 1.34 -0.20
C 2.31087 -5.77064 4.64221 0.25 -0.28 0.46
F 3.69179 -5.83083 4.69844 -1.61 0.06 0.09
F 1.89326 -4.98760 5.69507 0.56 -0.84 -0.96
C 1.81352 -5.24192 3.31349 -0.30 0.21 -0.65
C 2.65020 -4.46552 2.47322 -0.19 -0.38 1.04
C 2.14550 -4.02351 1.26045 -0.42 -0.61 0.39
N 0.90248 -4.31208 0.88143 -0.36 0.88 -0.40
C 0.05458 -4.91455 1.70131 0.72 -0.67 0.27
C 0.48136 -5.47949 2.91728 0.18 0.30 0.09
H 3.66533 -4.20418 2.78110 -0.34 -0.19 -0.08
H 2.75587 -3.43882 0.58049 -0.06 -0.07 -0.14
H -0.97813 -5.01955 1.35307 0.37 0.02 0.11
H -0.23651 -6.07136 3.50686 0.60 0.40 -0.14
```
Positions in Å, forces in eV/Å.

Kohn-Sham gap   3.44 eV
Net charge   -2
Total energy   -3509.99591 a.u.